(1)
11
Properties=species:S:1:pos:R:3:forces:R:3 method="wB97M-V/def2-TZVPD" de_lowest_ev=4.427 e_lumo_ev=0.0 smiles="N#C[C@H]1NCC1=O" orbital_gap_ev=10.5 e_tot_ha=-339.4190
H 0.0021 -1.8206 0.1733 1.7 -2.7 1.5
C 0.4535 -0.2302 -0.9604 -1.2 0.3 2.6
C 1.6456 0.0538 -0.1052 4.3 2.8 1.5
C -1.0559 -0.1695 0.7430 -0.4 1.9 0.2
O -0.7360 2.1006 -0.4325 1.2 -5.6 0.9
H -0.4116 0.2639 1.7558 -1.3 -2.5 -2.5
H 0.8063 -0.3263 -1.9851 -0.7 0.3 -0.1
H -2.2139 -0.0959 1.0729 2.8 -0.5 -1.2
N -0.5480 -1.3096 -0.4207 -0.5 4.7 1.3
N 2.5630 0.6565 0.3924 -4.3 -3.3 -2.1
C -0.5052 0.8774 -0.2333 -1.8 4.4 -2.2

***

(2)
11
Properties=species:S:1:pos:R:3:forces:R:3 method="wB97M-V/def2-TZVPD" de_lowest_ev=7.913 e_lumo_ev=-0.4 orbital_gap_ev=8.1 e_tot_ha=-339.2909
H -0.6051 -2.9042 0.1008 -0.1 0.0 -0.1
C -0.7555 1.6613 -0.3910 -1.1 -0.7 -0.2
N 0.1426 -0.8970 0.1727 0.2 -1.2 -1.4
O -0.3482 2.4798 -1.2569 0.8 0.9 -0.7
H 1.2101 -2.7681 0.1262 0.1 0.1 -0.1
H -0.4217 1.8703 1.6508 0.0 0.1 0.0
C 0.2062 -1.1228 -1.0968 0.0 1.2 0.0
C 0.2637 -2.2830 -0.0857 -0.1 -0.4 0.8
C -0.2625 1.1840 0.8216 0.3 -0.4 0.3
H 0.5820 2.8198 -1.2222 -0.3 -0.4 0.3
N -0.0117 -0.0401 1.1805 0.3 0.9 1.1